Entry 1:
A molecular structure, C41H50N2O4P2ReSSe4 at a distorted geometry, computed with ωB97M-V with the def2-TZVPD basis set.

```
105
Properties=species:S:1:pos:R:3:forces:R:3:mulliken_charge:R:1
Re 0.365 0.003 -0.508 -2.1 0.7 -1.3 0.557
Se 1.081 -1.935 -1.939 0.1 0.1 -0.3 -0.253
Se 2.224 -3.533 -0.708 0.1 -0.2 0.4 -0.239
Se 2.812 -2.408 1.261 0.0 0.2 -0.4 -0.299
Se 0.872 -1.086 1.628 0.5 -0.7 0.4 0.025
C 0.925 2.162 2.334 -0.1 0.0 -0.1 -1.101
P 0.177 2.152 0.651 0.7 0.4 1.3 1.155
C -1.336 3.085 1.014 0.0 -0.2 -0.1 -1.271
C 1.272 3.405 -0.160 -0.2 -0.1 -0.1 -1.331
C 2.240 2.834 -1.195 0.0 -0.1 0.0 -0.525
P 2.492 1.020 -1.047 0.7 0.4 -0.3 1.173
C 3.986 0.838 -0.019 -0.2 -0.1 0.0 -1.228
C 3.143 0.641 -2.703 0.0 0.0 0.1 -1.314
H 0.350 1.520 3.000 0.0 0.0 0.0 0.241
H 0.931 3.179 2.732 0.0 0.0 0.0 0.521
H 1.944 1.779 2.291 0.0 0.0 0.0 0.132
H -1.042 3.973 1.576 0.0 0.0 0.0 0.753
H -1.991 2.467 1.630 -0.1 0.0 0.0 0.151
H -1.852 3.368 0.103 0.0 0.1 0.0 0.183
H 1.816 3.893 0.650 -0.1 0.1 0.0 0.536
H 0.621 4.140 -0.631 0.0 0.0 0.0 0.491
H 3.215 3.322 -1.136 0.0 0.0 -0.1 0.919
H 1.838 2.981 -2.199 0.0 0.0 0.0 -0.414
H 4.766 1.499 -0.398 0.0 0.0 0.0 0.493
H 4.323 -0.197 -0.068 0.0 0.0 0.1 0.344
H 3.768 1.076 1.022 0.0 0.0 0.0 0.226
H 3.983 1.307 -2.912 0.0 0.0 0.0 0.500
H 2.359 0.804 -3.443 0.0 0.0 0.0 0.204
H 3.470 -0.396 -2.754 0.0 0.0 0.0 0.394
C -3.772 -0.376 -5.927 0.1 0.0 0.2 -1.894
C -2.567 -0.783 -5.102 0.0 -0.2 -0.4 1.521
C -1.683 -1.780 -5.853 0.0 0.1 0.2 -1.721
O -1.820 0.373 -4.773 -0.1 0.0 0.0 -0.373
C -1.252 0.220 -3.485 0.2 0.1 0.2 0.100
C -1.975 -1.068 -2.931 0.3 0.0 0.1 -1.196
O -3.008 -1.298 -3.871 -0.2 0.1 0.1 -0.356
C -2.415 -1.272 -1.437 -0.4 -0.4 -0.1 1.288
O -1.569 -0.569 -0.576 0.5 0.0 0.1 0.537
C -2.324 -2.802 -1.176 0.1 0.1 0.0 0.911
C -1.566 -3.291 -0.123 0.0 0.0 0.0 -0.785
C -1.465 -4.656 0.116 -0.1 0.0 0.0 -0.644
C -2.148 -5.551 -0.694 0.0 -0.1 0.1 -0.820
C -2.934 -5.068 -1.730 0.0 0.0 -0.1 -0.892
C -3.027 -3.705 -1.969 0.1 0.0 0.0 -0.485
C -3.879 -0.970 -1.026 0.1 0.2 0.0 0.403
C -4.968 -0.786 -1.871 0.1 0.0 0.0 -0.236
C -6.242 -0.600 -1.347 0.0 0.0 0.0 -0.916
C -6.456 -0.597 0.020 -0.1 0.0 0.0 -0.942
C -5.376 -0.788 0.871 0.1 0.0 0.0 -0.598
C -4.108 -0.976 0.351 0.0 0.1 0.0 0.580
C -1.249 1.615 -2.803 -0.1 -0.3 -0.5 1.465
O -0.389 1.622 -1.688 0.3 -1.0 0.3 -0.986
C -0.572 2.652 -3.725 0.1 0.0 0.1 -0.194
C 0.213 2.340 -4.828 0.0 0.0 0.0 -0.504
C 0.947 3.328 -5.476 0.1 0.0 0.0 -1.058
C 0.920 4.637 -5.026 0.0 0.0 0.0 -0.732
C 0.136 4.960 -3.926 0.0 0.0 0.1 -0.874
C -0.602 3.978 -3.289 0.0 0.0 0.0 -0.180
C -2.682 2.073 -2.516 0.2 0.0 0.1 0.919
C -3.441 2.636 -3.543 -0.1 -0.1 0.1 -0.092
C -4.718 3.112 -3.288 0.0 0.0 -0.1 -1.037
C -5.247 3.046 -2.007 -0.1 0.0 0.1 -1.006
C -4.510 2.465 -0.991 0.0 0.0 0.0 -0.436
C -3.239 1.971 -1.251 0.0 0.0 -0.1 -0.843
H -3.439 0.015 -6.887 0.0 0.0 0.0 0.455
H -4.331 0.395 -5.398 0.0 0.0 0.0 0.400
H -4.409 -1.244 -6.092 0.0 0.0 0.0 0.361
H -1.350 -1.321 -6.782 0.0 -0.1 0.0 0.426
H -2.247 -2.686 -6.073 0.0 0.0 0.0 0.398
H -0.807 -2.045 -5.258 0.0 0.0 0.0 0.266
H -0.185 -0.051 -3.575 -0.1 0.1 0.0 0.359
H -1.238 -1.863 -3.074 0.0 0.1 0.0 0.412
H -1.026 -2.591 0.497 0.2 0.1 -0.1 0.745
H -0.833 -5.012 0.921 0.0 0.0 0.0 0.647
H -2.068 -6.616 -0.519 0.0 0.0 0.0 0.413
H -3.480 -5.757 -2.363 0.0 0.0 0.0 0.458
H -3.644 -3.333 -2.777 0.0 0.0 0.0 0.467
H -4.838 -0.773 -2.938 0.0 0.0 -0.1 0.495
H -7.075 -0.450 -2.024 0.0 0.0 0.0 0.462
H -7.450 -0.444 0.422 0.0 0.0 0.0 0.371
H -5.517 -0.790 1.945 0.0 0.0 0.0 0.477
H -3.268 -1.097 1.022 0.0 0.1 0.0 -0.765
H 0.250 1.328 -5.208 0.0 0.0 0.0 0.486
H 1.553 3.061 -6.332 0.0 0.0 0.0 0.447
H 1.504 5.399 -5.527 0.0 0.0 0.0 0.402
H 0.109 5.979 -3.558 0.0 0.0 0.0 0.453
H -1.212 4.232 -2.430 0.0 0.0 0.0 0.435
H -3.027 2.702 -4.540 0.0 0.0 0.0 0.643
H -5.294 3.559 -4.090 0.0 0.0 0.0 0.456
H -6.235 3.441 -1.804 0.0 0.0 0.0 0.406
H -4.919 2.381 0.008 0.0 0.0 0.0 0.490
H -2.673 1.488 -0.471 0.0 -0.1 0.0 0.038
C -2.468 -0.874 6.041 0.0 0.2 0.1 -0.833
N -2.487 -1.876 5.003 0.1 -0.2 -0.3 0.252
C -2.799 -3.218 5.145 0.0 -0.1 0.1 -0.468
C -2.662 -3.796 3.937 0.0 -0.1 0.0 -0.563
N -2.266 -2.805 3.062 0.0 0.0 0.3 0.305
C -2.154 -1.622 3.710 -0.1 0.1 -0.1 -0.122
S -1.737 -0.135 3.072 -0.2 0.5 0.1 -0.390
H -2.824 -1.315 6.968 0.0 0.0 0.0 0.322
H -3.105 -0.036 5.756 0.0 0.0 0.0 0.295
H -1.456 -0.494 6.175 0.0 0.0 0.0 0.311
H -3.101 -3.636 6.088 0.0 0.0 0.0 0.410
H -2.809 -4.814 3.627 0.0 0.0 0.0 0.502
H -2.084 -2.921 2.075 0.0 0.0 0.0 -0.071
```
Positions in Å, forces in eV/Å.

Properties
2S+1 = 4
LUMO (spin up / spin down) = 0.2 / -1.4 eV
frontier orbital gap (spin up / spin down) = 7.1 / 5.5 eV
HOMO level (spin up / spin down) = -6.926 / -6.893 eV
⟨S²⟩ = 3.78
DFT total energy = -347430.1265 eV
net charge = 0

Entry 2:
C3H7BrO2 in the gas phase at a distorted geometry, computed with ωB97M-V with the def2-TZVPD basis set.

```
13
Properties=species:S:1:pos:R:3:forces:R:3:mulliken_charge:R:1
C 1.191 1.074 0.646 -3.8 -0.7 -2.3 -1.334
C -0.289 0.485 0.639 1.2 0.4 0.9 -0.493
C -0.483 -0.610 -0.374 -0.3 -0.1 0.7 0.335
O 0.433 -1.690 -0.248 -1.4 0.9 -1.0 -0.472
O -0.593 0.037 -1.548 -0.3 -1.5 -2.5 -0.442
Br -2.344 -1.464 0.002 0.3 0.1 -0.1 -0.241
H 1.413 1.341 -0.370 0.5 0.1 -0.3 0.347
H 1.903 0.550 1.123 2.4 -2.6 1.1 0.395
H 1.104 1.913 1.213 -0.2 2.8 1.4 0.415
H -0.530 -0.070 1.563 0.1 1.2 0.2 0.395
H -0.911 1.429 0.402 0.4 -2.2 0.5 0.265
H 0.061 -2.416 -0.802 0.5 0.6 0.7 0.418
H -0.954 -0.579 -2.245 0.6 0.9 0.8 0.411
```
Positions in Å, forces in eV/Å.

Properties
LUMO = 0.5 eV
frontier orbital gap = 10.7 eV
SMILES = CCC(O)(O)Br
HOMO level = -10.177 eV
DFT total energy = -77361.3474 eV
net charge = 0

Entry 3:
3 unconnected molecules or ions with the total composition C2H13N6 at a distorted geometry, computed with ωB97M-V with the def2-TZVPD basis set.

```
21
Properties=species:S:1:pos:R:3:forces:R:3:mulliken_charge:R:1
C 1.959 0.075 0.047 1.0 0.6 1.1 0.356
C -0.143 -0.292 -0.422 -0.3 -0.7 -2.8 0.378
N 1.896 0.160 1.405 0.4 0.1 0.8 -0.419
N 2.579 -1.023 -0.480 -0.5 -0.2 -0.1 -0.434
N 2.079 1.260 -0.634 -0.4 -0.1 -0.4 -0.441
N -0.754 -1.431 -0.151 0.0 -2.1 1.3 -0.311
N -0.888 0.766 -0.621 0.1 2.5 0.0 -0.265
N -3.602 0.304 0.316 -0.1 -0.1 0.0 -0.865
H 1.771 -0.687 1.935 -0.1 0.0 0.0 0.239
H 1.458 0.977 1.794 -0.2 0.0 0.1 0.225
H 2.466 -1.896 0.012 0.0 -0.1 -0.1 0.260
H 2.575 -1.106 -1.482 0.0 -0.1 -0.2 0.254
H 2.301 2.085 -0.101 0.1 0.0 0.0 0.219
H 2.520 1.217 -1.538 0.0 0.1 0.0 0.189
H -1.770 -1.489 -0.145 0.4 0.2 0.2 0.164
H -0.243 -2.287 -0.029 -0.2 0.0 -0.2 0.188
H -0.447 1.645 -0.836 -0.1 -0.1 -0.3 0.213
H -1.911 0.720 -0.530 0.2 -0.1 0.5 0.274
H -3.557 0.809 1.196 0.0 0.0 0.0 0.256
H -4.015 -0.601 0.526 0.0 0.1 0.0 0.265
H -4.275 0.794 -0.263 -0.1 0.0 0.0 0.256
```
Positions in Å, forces in eV/Å.

Properties
2S+1 = 3
LUMO (spin up / spin down) = -2.6 / -5.4 eV
frontier orbital gap (spin up / spin down) = 5.6 / 8.1 eV
HOMO level (spin up / spin down) = -8.171 / -13.528 eV
⟨S²⟩ = 2.00
DFT total energy = -11215.7869 eV
net charge = +1

Entry 4:
2 unconnected molecules or ions with the total composition C5H9NO at a distorted geometry, computed with ωB97M-V with the def2-TZVPD basis set.

```
16
Properties=species:S:1:pos:R:3:forces:R:3:mulliken_charge:R:1
C 2.064 -0.153 -0.275 0.0 -0.1 0.0 -1.012
C 0.667 0.021 0.347 -0.1 0.0 0.0 -0.485
C -0.428 -0.923 -0.118 0.1 0.3 -0.2 0.990
O -0.210 -2.226 0.227 0.2 0.0 0.1 -0.535
C -1.545 -0.609 -0.770 0.3 -0.1 -0.1 -0.929
C -2.489 2.206 1.417 0.6 0.1 -0.9 -0.263
N -1.814 2.265 0.459 -0.7 0.2 1.0 -0.121
H 2.122 0.265 -1.284 -0.1 -0.2 0.1 0.311
H 2.802 0.370 0.348 -0.2 -0.1 -0.2 0.316
H 2.361 -1.205 -0.323 0.0 0.1 0.0 0.297
H 0.360 1.058 0.203 0.0 -0.2 0.1 0.002
H 0.778 -0.134 1.430 -0.2 0.1 -0.1 0.343
H -1.225 2.265 -0.348 -0.2 0.1 0.1 0.394
H 0.579 -2.244 0.777 0.0 -0.3 0.0 0.308
H -2.262 -1.370 -1.069 0.2 0.1 0.2 0.276
H -1.761 0.414 -1.020 0.0 -0.1 -0.2 0.107
```
Positions in Å, forces in eV/Å.

Properties
LUMO = 0.7 eV
frontier orbital gap = 9.6 eV
HOMO level = -8.953 eV
DFT total energy = -8866.2973 eV
net charge = 0

Entry 5:
A molecular structure, C21H14F3N4OSSe4V, computed with ωB97M-V with the def2-TZVPD basis set.

```
49
Properties=species:S:1:pos:R:3:forces:R:3:mulliken_charge:R:1
V 0.890 -0.331 -0.071 0.1 0.0 -0.2 0.289
F 1.780 -3.229 -5.659 0.0 0.0 0.0 -0.295
C 1.118 -2.260 -4.979 -0.1 0.0 0.0 0.678
F -0.095 -2.162 -5.576 0.0 0.0 0.0 -0.264
F 1.763 -1.122 -5.219 0.1 0.0 0.0 -0.226
C 0.987 -2.618 -3.526 0.0 -0.1 0.0 -0.180
C 0.897 -3.963 -3.212 0.1 0.0 0.0 -0.204
C 0.744 -4.379 -1.897 0.0 0.0 0.0 -1.131
C 0.680 -3.400 -0.925 -0.1 0.0 -0.1 -0.297
N 0.741 -2.109 -1.223 0.2 0.0 0.1 0.116
C 0.898 -1.664 -2.492 -0.1 0.2 -0.1 0.542
S 0.957 0.066 -2.590 0.1 -0.3 0.1 -0.472
H 0.963 -4.695 -4.007 0.0 0.0 0.0 0.432
H 0.687 -5.425 -1.634 0.0 0.0 0.0 0.422
H 0.564 -3.631 0.127 0.0 0.0 0.0 0.548
Se 2.527 2.245 4.121 0.0 0.0 0.0 -0.261
Se 4.086 1.827 2.579 0.0 0.1 0.0 0.026
Se 4.211 -0.498 2.315 -0.2 -0.1 -0.3 -0.157
Se 3.565 -0.727 0.082 0.0 0.2 0.1 -0.354
N 1.022 1.760 0.322 -0.1 0.0 -0.1 -0.083
C 0.926 2.900 0.354 0.1 0.0 0.1 -0.104
C 0.805 4.330 0.394 0.0 -0.1 0.0 0.588
C 1.245 5.027 1.517 0.0 0.0 0.0 -0.166
C 1.108 6.405 1.547 0.0 0.0 0.0 -0.630
C 0.538 7.073 0.472 0.0 0.0 0.0 -0.346
C 0.106 6.371 -0.644 0.0 0.0 0.0 -0.553
C 0.236 4.993 -0.691 0.0 0.0 0.0 -0.471
H 1.682 4.487 2.348 0.0 0.0 0.0 0.228
H 1.448 6.957 2.414 0.0 0.0 0.0 0.397
H 0.428 8.150 0.506 0.0 0.0 0.0 0.379
H -0.334 6.896 -1.482 0.0 0.0 0.0 0.378
H -0.090 4.428 -1.553 0.0 0.0 0.0 0.500
O 0.839 -1.401 2.680 0.0 -0.1 0.0 -0.427
N 0.874 -0.971 1.598 -0.1 0.0 0.4 0.535
C -1.341 -0.175 -0.014 0.1 0.0 0.0 -1.561
C -1.998 -1.133 0.864 0.0 0.0 0.0 0.846
C -2.408 -2.397 0.395 0.0 0.0 0.0 -0.470
C -3.002 -3.325 1.222 0.0 0.0 0.0 -0.821
C -3.217 -3.030 2.571 0.0 0.0 0.0 0.532
C -2.811 -1.787 3.065 0.0 0.0 0.0 -0.714
C -2.215 -0.868 2.230 0.0 0.0 0.0 -0.311
C -3.858 -3.980 3.428 0.0 0.0 0.0 0.061
N -4.380 -4.746 4.113 0.0 0.0 0.0 -0.588
H -1.561 0.858 0.263 0.0 0.0 0.0 0.539
H -1.593 -0.348 -1.061 0.0 0.1 0.0 0.395
H -2.251 -2.636 -0.651 0.0 0.0 0.0 0.423
H -3.313 -4.286 0.831 0.0 0.0 0.0 0.430
H -2.959 -1.557 4.113 0.0 0.0 0.0 0.417
H -1.886 0.083 2.634 0.0 0.0 0.0 0.389
```
Positions in Å, forces in eV/Å.

Properties
2S+1 = 4
LUMO (spin up / spin down) = 1.9 / 0.5 eV
frontier orbital gap (spin up / spin down) = 6.3 / 5.3 eV
HOMO level (spin up / spin down) = -4.405 / -4.744 eV
⟨S²⟩ = 4.16
DFT total energy = -336075.5995 eV
net charge = -1